C32H40N4O9P2SSc | ωB97M-V/def2-TZVPD

```
89
Properties=species:S:1:pos:R:3
Sc 1.31903 -0.06705 -0.26949
C 0.87513 2.48049 -2.04188
C 1.79982 2.58221 -0.97770
C 2.85516 1.66746 -1.24000
C 2.55486 0.98561 -2.45004
C 1.33882 1.49961 -2.93677
C 0.64732 1.15662 -4.21980
C 3.50068 0.06660 -3.16402
C 4.19202 1.65012 -0.55395
C 1.84395 3.60284 0.12483
C -0.36192 3.29476 -2.28809
H 0.82785 1.91518 -4.99046
H -0.44013 1.11995 -4.07439
H 0.97517 0.19437 -4.60860
H 4.34918 0.62530 -3.57644
H 3.00297 -0.45116 -3.98298
H 3.89888 -0.69676 -2.49462
H 4.89865 2.32637 -1.05295
H 4.63131 0.65031 -0.56317
H 4.11302 1.95399 0.48987
H 2.68290 4.29314 -0.01404
H 1.97122 3.14160 1.10853
H 0.93637 4.20912 0.16107
H -0.34763 3.72916 -3.29209
H -0.45250 4.12717 -1.58607
H -1.27922 2.69636 -2.21651
N 0.75036 -3.82302 -1.70840
C -0.60069 -3.16856 -1.54029
C -1.70281 -4.09628 -2.02642
P -0.40198 -1.56836 -2.48341
O -1.61319 -1.62230 -3.54988
O -0.59127 -0.38897 -1.56597
O 0.92185 -1.74041 -3.15683
P -0.80648 -2.73993 0.23632
O -0.47679 -4.21441 0.84582
O -2.19426 -2.35435 0.56616
O 0.36262 -1.84179 0.55866
H 0.65958 -4.76744 -2.06939
H 1.41122 -3.81015 -0.88048
H 1.23776 -3.22329 -2.41999
H -1.58160 -4.33528 -3.08553
H -2.66608 -3.60712 -1.89981
H -1.70517 -5.01556 -1.43750
H -1.68215 -0.76565 -3.99114
H -0.90987 -4.32308 1.69981
O 2.83596 -3.60361 -0.00715
C 3.07993 -2.42246 0.27686
O 2.79700 -1.42871 -0.49066
C 3.83294 -2.11476 1.53461
C 4.79608 -3.04765 1.91710
C 5.60896 -2.83924 3.01553
C 5.44026 -1.67511 3.75775
C 4.47010 -0.75779 3.40488
C 3.63572 -0.94732 2.29172
S 2.36167 0.23810 2.04672
H 4.89266 -3.94549 1.32028
H 6.36162 -3.56775 3.28922
H 6.06560 -1.48518 4.62263
H 4.32550 0.13755 3.99655
C -4.41541 1.85924 -1.75187
C -4.52918 1.46324 -0.30471
C -5.23397 2.23812 0.60880
C -5.26986 1.89945 1.95451
C -4.62411 0.75396 2.39919
N -4.59294 0.48108 3.79412
C -3.57105 -0.04927 4.54547
O -3.79588 -0.59708 5.61508
N -2.28929 0.08664 4.07583
C -1.81260 0.86817 3.00448
C -2.28946 2.14360 2.75216
C -1.87343 2.77659 1.59641
C -0.95706 2.14193 0.77771
N -0.41124 0.96109 1.07194
C -0.84913 0.33109 2.16132
C -3.97770 -0.06781 1.48640
C -3.90922 0.30368 0.15498
H -4.89115 2.82238 -1.93840
H -4.88500 1.11718 -2.40091
H -3.36730 1.93225 -2.04834
H -5.73078 3.14204 0.27388
H -5.76558 2.54483 2.67061
H -5.47190 0.39557 4.27900
H -1.62420 -0.44825 4.61116
H -3.00440 2.60058 3.42406
H -2.25304 3.75165 1.32350
H -0.62359 2.59038 -0.13938
H -0.41836 -0.63986 2.36027
H -3.47413 -0.97074 1.80488
H -3.33702 -0.31975 -0.52013
```

## Properties
highest occupied orbital energy: -0.15583 Eh
energy: -108350.5027 eV
LUMO level: 0.091 Eh
energy above the lowest of the compared OMol25 structures with the same formula, charge and spin: 77.7 kJ/mol
charge: -1
orbital gap: 0.247 hartree

H80O40 | ωB97M-V/def2-TZVPD

```
120
Properties=species:S:1:pos:R:3
H -4.62832 2.57594 2.49217
H -3.88102 3.77081 2.87681
O -4.45177 3.12637 3.28660
H -4.09893 4.21846 -0.40773
H -4.84023 3.36662 -1.24717
O -3.99702 3.85370 -1.34029
H 3.58296 -4.76998 -2.53725
H 2.52052 -5.91903 -1.86329
O 3.18565 -5.22589 -1.75813
H -3.51876 -1.65506 -0.63708
H -2.06364 -1.92409 0.17977
O -2.99853 -1.78537 0.15503
H -3.57122 1.87093 -5.02220
H -2.93339 2.39284 -3.80003
O -3.47317 1.67314 -4.08962
H 2.36072 -0.49435 6.21454
O 1.97164 0.32463 5.92881
H -4.63711 1.47122 0.64910
O -5.48439 1.76480 0.99527
H -5.01900 -1.69922 1.97919
H -3.85866 -1.55495 2.66303
O -4.65361 -0.97280 2.49360
H 5.01680 1.22207 1.57041
H 5.93647 0.18328 0.91018
O 4.99973 0.44630 0.98922
H -3.43684 1.37092 3.72775
H -2.86069 1.47612 5.25235
O -2.58479 1.43351 4.27011
H 3.06486 3.69139 -4.30886
H 1.94489 3.28687 -3.34758
O 2.92386 3.32252 -3.43090
H -0.85521 2.35976 1.37765
O -0.78102 3.20139 1.87143
H 4.18670 4.84446 1.42648
H 4.24458 3.37954 2.07466
O 4.78838 4.19579 1.85030
H 2.12803 4.37353 1.94561
H 0.80764 4.34471 1.13934
O 1.72141 4.67594 1.10939
H -3.31392 -3.46486 -2.47329
H -2.90228 -1.96283 -2.85299
O -3.61617 -2.57333 -2.52843
H -0.38011 4.10067 -2.69901
H 0.63233 3.14102 -1.71001
O 0.27665 3.28655 -2.60086
H 1.83119 0.91038 -5.30082
H 0.43381 1.34534 -4.85988
O 0.91940 1.13354 -5.64336
H -1.88178 -0.46876 1.56904
H -2.26223 0.94349 2.26703
O -2.15184 0.47780 1.43812
H -4.14667 -3.24590 0.50588
O -4.78792 -4.02499 0.32857
H 2.60478 -0.24701 -4.47979
H 3.64911 0.24750 -3.43918
O 2.64901 0.08170 -3.53017
H -2.04220 1.17393 -0.80503
O -3.03943 1.12248 -0.80337
H -0.62336 -2.29884 3.22981
H 0.22636 -2.23733 1.82560
O -0.55840 -2.04002 2.31408
H -1.35988 0.94526 -2.65068
H -0.55143 -0.40984 -1.97365
O -1.01909 0.07193 -2.69758
H 2.98535 -2.98763 -3.43169
H 1.57530 -3.46887 -3.96317
O 2.30151 -2.85855 -4.09146
H -1.84588 5.87766 -2.58943
H -1.80448 5.12682 -1.13439
O -1.39366 5.28602 -2.00193
H 2.44850 -0.73965 -1.98130
H 1.91132 -0.07193 -0.76425
O 2.31344 -0.93683 -1.05092
H -0.62155 -0.19099 6.02308
H -1.96776 0.16543 5.45562
O -1.57206 -0.09105 6.31545
H 5.57499 -3.21024 -1.31795
H 4.68803 -1.99886 -1.43060
O 4.80594 -2.87688 -1.79729
H 2.29932 -2.37926 3.02748
H 1.15908 -1.66795 3.86409
O 1.84417 -2.32088 3.86928
H 5.60241 1.03738 -0.86548
H 4.43713 1.45674 -1.91482
O 5.02956 0.74477 -1.54477
H 3.62142 3.53965 -1.36573
H 5.06049 3.85010 -1.87898
O 4.40990 3.17990 -1.76282
H -0.32025 0.64229 2.76395
O 0.34546 1.11085 3.24455
H 3.73119 -4.80625 0.00677
H 2.95596 -6.14904 0.34760
O 3.02196 -5.17424 0.58271
H -5.66135 -3.60462 0.17193
H 1.71779 0.82823 6.72220
H -3.11100 0.71430 -1.71503
H -5.98527 0.94045 0.88022
H -1.07722 2.94172 2.76359
H 1.05379 0.52169 3.51840
O -0.11202 -2.00327 -1.49813
H 0.17161 -2.56456 -2.23790
H 0.79679 -1.58029 -1.33777
O -1.71230 -1.39481 -4.97300
H -1.55046 -0.50397 -4.67491
H -2.57844 -1.40482 -5.46147
O -2.55111 -5.51468 -0.68243
H -3.51998 -5.22324 -0.87339
H -2.43870 -5.81017 0.22243
O 1.99349 1.68723 0.04640
H 1.41498 2.38076 0.30702
H 2.87564 1.70898 0.40937
O 1.65421 3.71451 4.17697
H 1.18605 2.88729 4.09329
H 1.14956 4.37787 3.72549
O -0.71463 -5.95788 3.05321
H -0.67514 -5.18149 2.46769
H -0.42008 -6.59601 2.39123
O -0.02262 -4.47237 0.20580
H -0.71516 -4.67749 -0.43822
H 0.89138 -4.52665 0.05468
```

## Properties
highest occupied orbital energy: -0.37842 Eh
energy: -83196.4180 eV
LUMO level: -0.013 Eh
energy above the lowest of the compared OMol25 structures with the same formula, charge and spin: 906.7 kJ/mol
orbital gap: 0.366 hartree

C5H6O | ωB97M-V/def2-TZVPD

```
12
Properties=species:S:1:pos:R:3
O 2.37363 -0.84732 0.04352
C 1.22707 -0.40903 -0.04644
C -0.02291 -1.10244 0.17930
C -1.22177 -0.17463 0.08811
C -0.53111 1.16993 0.00005
C 0.78838 1.01840 -0.13916
H -0.01388 -1.84290 1.00684
H 0.64468 -1.01634 -1.19157
H -1.83381 -0.41248 -0.79672
H -1.92402 -0.25187 0.93723
H -1.05740 2.11755 0.06053
H 1.57116 1.75113 -0.14170
```

## Properties
highest occupied orbital energy: -0.33439 Eh
energy: -7325.9871 eV
LUMO level: 0.006 Eh
energy above the lowest of the compared OMol25 structures with the same formula, charge and spin: 318.2 kJ/mol
orbital gap: 0.340 hartree

C26H43Cl3DyN3O3Si | ωB97M-V/def2-TZVPD

```
80
Properties=species:S:1:pos:R:3
C -1.62334 1.92598 -3.76199
C -0.19749 2.38919 -3.64608
H -2.28402 2.57687 -3.15606
H -1.76857 0.87490 -3.45162
H -1.99473 2.01440 -4.80724
C 0.15390 3.60757 -4.09766
C -0.76825 4.71597 -4.47062
H 1.19647 3.82585 -4.35048
H -1.53000 4.94040 -3.70780
H -1.28443 4.52645 -5.42487
H -0.17204 5.63526 -4.59850
Dy -0.46248 -0.89476 -1.08629
Cl -2.34086 -2.52734 -1.52845
Cl 1.10982 -1.82940 -2.94168
C 1.64370 -2.75765 0.22217
O 0.75841 -1.86970 0.47638
N 2.61543 -3.03031 1.06762
C 2.69923 -2.25517 2.31885
C 3.81946 -3.75009 0.63962
H 1.63369 -3.29201 -0.74223
H 1.74947 -2.31988 2.86356
H 2.94967 -1.19709 2.11648
H 3.49494 -2.71207 2.91420
H 3.54059 -4.69722 0.15643
H 4.42631 -3.94507 1.53095
H 4.40382 -3.14799 -0.08156
H -5.15737 -0.50383 2.38752
H -2.81334 2.30720 1.40642
C -4.40525 -0.08599 3.06400
C -2.98065 1.85706 2.39052
N -3.27396 0.41438 2.27969
H -4.09356 -0.85765 3.77352
C -2.83855 -0.31022 1.24176
O -1.84927 0.02979 0.51035
H -2.11716 2.04927 3.03937
H -3.38261 -1.23185 0.99495
H -4.81599 0.76773 3.61489
H -3.86820 2.31513 2.84101
O 0.32623 1.06497 -1.64873
C 0.76904 1.39748 -2.99384
C 2.68374 3.02411 -2.78882
C 2.26469 1.73452 -3.11859
H 1.94510 3.76308 -2.48410
C 4.02835 3.41102 -2.90055
H 0.63099 0.46947 -3.56514
C 3.21876 0.82630 -3.63078
H 4.30945 4.43584 -2.64187
C 4.96440 2.50769 -3.38913
C 4.54527 1.23143 -3.78420
H 2.87465 -0.16316 -3.91703
H 5.99382 2.82256 -3.51819
H 5.25720 0.55597 -4.25292
Si 1.06551 2.42536 -0.02926
Cl -0.41287 3.86409 -0.41364
C 2.28639 3.94340 0.15918
C 2.69936 1.31984 -0.09265
C 0.47311 1.45166 1.48487
H 3.34905 3.68869 0.09571
H 2.06803 4.26420 1.18368
H 2.15443 4.79728 -0.51872
H -0.59941 1.48221 1.65636
H 1.00063 1.87092 2.35539
H 0.74424 0.38934 1.43364
H 3.51965 1.88483 -0.54828
H 2.59711 0.35354 -0.60442
H 2.95281 1.16264 0.97423
N -1.95855 -3.31737 2.13781
C -2.81179 -4.06910 2.89374
C -3.51305 -5.15449 2.32004
C -4.41762 -5.88306 3.09062
C -4.68315 -5.50998 4.41837
C -4.00198 -4.42919 4.99372
C -3.04650 -3.73188 4.25131
H -1.78479 -3.51977 1.15693
H -1.33827 -2.66068 2.58637
H -3.32643 -5.39252 1.26894
H -4.92590 -6.73717 2.64460
H -5.40708 -6.07448 5.00873
H -4.20229 -4.13343 6.02862
H -2.46512 -2.92426 4.70091
```

## Properties
2S+1: 6
highest occupied orbital energy (spin up / spin down): -0.28592 / -0.28594 Eh
energy: -107806.4599 eV
LUMO level (spin up / spin down): 0.006 / 0.006 Eh
energy above the lowest of the compared OMol25 structures with the same formula, charge and spin: 44.6 kJ/mol
orbital gap (spin up / spin down): 0.292 / 0.292 hartree

C30H41N8O4P4 | ωB97M-V/def2-TZVPD

```
87
Properties=species:S:1:pos:R:3
N 4.44444 1.78509 -0.08320
P 4.95435 3.14420 -1.01561
O 6.03160 2.39946 -2.02978
P 3.22384 3.54414 -2.47785
N 3.25305 5.31434 -2.08800
P 3.15643 1.22335 -3.03706
P 1.23072 0.67577 -2.27464
O 0.65393 -0.60235 -2.75298
O 1.38675 0.64155 -0.66638
O 0.20034 1.89608 -2.54047
H 3.71088 2.03897 0.56633
H 4.11897 1.00235 -0.64554
H 5.75839 1.49691 -2.23510
H 4.19246 3.68322 -3.55858
H 2.11539 3.74899 -3.37695
H 2.25796 3.23172 -1.33274
H 3.50386 5.44017 -1.11088
H 2.28881 5.63054 -2.15167
H 2.79818 1.15384 -4.40124
H 1.37984 1.53293 -0.26600
H 0.44301 2.66568 -2.01027
N 0.80596 0.06304 3.48985
C 0.67868 -0.36852 2.23665
C -0.28843 -1.26950 1.82768
C -1.17042 -1.76281 2.77149
C -1.06206 -1.31419 4.08219
C -0.06754 -0.39478 4.38827
H 1.37592 0.03314 1.51495
H -0.34125 -1.56537 0.78841
H -1.93613 -2.47018 2.47673
H -1.74039 -1.66010 4.85131
H 0.02752 0.00084 5.39451
N -2.31310 -4.26210 0.59443
C -1.51885 -5.32106 0.74109
C -0.48427 -5.63110 -0.12702
C -0.25460 -4.79655 -1.21052
C -1.06834 -3.68767 -1.37808
C -2.07950 -3.46815 -0.45231
H -1.72018 -5.94934 1.60301
H 0.12927 -6.50501 0.04773
H 0.54490 -4.99997 -1.91154
H -0.92253 -3.00394 -2.20441
H -2.73265 -2.60742 -0.54985
N 0.36401 3.01730 0.90306
C 0.38370 2.95133 2.23537
C -0.48167 3.66742 3.04777
C -1.40728 4.50661 2.45173
C -1.43148 4.59302 1.06863
C -0.53156 3.82876 0.34283
H 1.11525 2.28278 2.66868
H -0.42721 3.55046 4.12091
H -2.10276 5.07982 3.05258
H -2.13678 5.23362 0.55698
H -0.53319 3.86988 -0.74108
N -1.78290 3.13575 6.82153
C -1.17805 4.31949 6.86542
C -0.94910 5.02418 8.03833
C -1.37343 4.46689 9.23352
C -2.00462 3.23352 9.20376
C -2.18366 2.61104 7.97687
H -0.86181 4.72781 5.91192
H -0.44789 5.98202 8.00990
H -1.21324 4.98306 10.17151
H -2.35203 2.75866 10.11135
H -2.67169 1.64440 7.91581
N 1.06623 -4.67382 -4.82271
C 1.75383 -3.62129 -4.37404
C 3.12317 -3.47063 -4.54728
C 3.81673 -4.46168 -5.22002
C 3.11527 -5.56142 -5.69311
C 1.74858 -5.61818 -5.46948
H 1.18864 -2.85765 -3.85091
H 3.61703 -2.59016 -4.15836
H 4.88537 -4.37949 -5.37437
H 3.61443 -6.36102 -6.22454
H 1.16930 -6.46386 -5.82643
N -5.73810 -2.09198 -2.97592
C -4.94481 -3.15209 -2.83328
C -3.89313 -3.44511 -3.68939
C -3.64375 -2.58832 -4.74871
C -4.45685 -1.47740 -4.90614
C -5.48543 -1.27664 -3.99793
H -5.15947 -3.79774 -1.98826
H -3.27616 -4.31726 -3.51965
H -2.82511 -2.77895 -5.43069
H -4.29560 -0.77432 -5.71195
H -6.13795 -0.41495 -4.09014
```

## Properties
highest occupied orbital energy: -0.13337 Eh
energy: -89043.3851 eV
LUMO level: 0.075 Eh
charge: -1
orbital gap: 0.208 hartree

C4H31NO15 | ωB97M-V/def2-TZVPD

```
51
Properties=species:S:1:pos:R:3
O -1.40521 0.93908 -2.00676
C -1.06250 1.19467 -0.88561
C -2.10090 0.93866 0.22679
C -3.38086 1.84785 0.23976
N -1.31193 1.14836 1.44098
C -1.21857 2.39356 1.98552
O -0.71112 2.29709 3.24207
O -1.20993 3.45610 1.41320
H -0.17980 1.80715 -0.70358
H -2.41707 -0.08901 0.04436
H -3.20595 2.71824 -0.42009
H -3.46453 2.31312 1.21612
H -4.29381 1.38467 -0.13748
H -1.22520 0.28903 1.99331
H -0.36637 3.14527 3.55197
H 2.18119 2.25438 -0.56233
H 2.39735 2.31747 0.99965
O 1.96580 2.76858 0.25281
H 2.04009 1.58591 2.93491
H 2.97583 2.90809 3.26698
O 2.84095 2.09176 2.78002
H 1.77604 -0.13193 -0.92028
H 2.21878 0.59709 -2.15702
O 2.34659 0.61213 -1.16675
H 0.60336 -1.98813 -1.78981
H 1.27292 -2.07929 -0.38372
O 0.68071 -1.54212 -0.93723
H 3.67823 -0.30056 -0.10450
H 3.63896 0.86257 0.85764
O 4.09200 0.03290 0.71426
H 1.23748 -1.12021 -3.29640
H 2.28154 -0.61520 -4.06935
O 2.20483 -1.17767 -3.27961
H 0.86227 2.20278 -2.87260
H 0.16323 0.85203 -3.09502
O 0.84237 1.42650 -3.44231
H -2.66711 -2.67215 -1.22295
H -1.49743 -1.94850 -0.48148
O -2.42454 -2.22124 -0.40419
H -1.39071 -1.41704 -2.65102
H -1.05507 -2.03376 -4.06396
O -0.97004 -2.15588 -3.10907
H -3.14632 -2.24498 1.20004
H -4.39009 -1.17432 1.29735
O -3.85507 -1.84175 1.72752
H -0.40998 -4.70562 2.10057
H -0.75827 -3.67610 3.25435
O -0.04552 -4.12466 2.78130
H 2.06763 -2.80504 2.06148
H 3.35359 -2.01429 1.24253
O 2.44217 -2.30560 1.33762
```

## Properties
2S+1: 2
highest occupied orbital energy (spin up / spin down): -0.48864 / -0.48852 Eh
energy: -36844.0636 eV
LUMO level (spin up / spin down): -0.176 / -0.345 Eh
energy above the lowest of the compared OMol25 structures with the same formula, charge and spin: 43.0 kJ/mol
charge: +1
orbital gap (spin up / spin down): 0.313 / 0.144 hartree